Record 1
C26H39N4O2PS | the ωB97M-V functional and the def2-TZVPD basis

## Properties
2S+1: 1
E in hartree: -2123.09140
ΔE to the lowest compared entry with this formula, charge and spin in kJ/mol: 0.0
E_HOMO in eV: -6.24
HOMO-LUMO gap in Ha: 0.2185

Element x y z (Å)
C 5.8720 -4.0577 4.7641
C 4.7949 -3.0068 4.7673
C 4.6150 -2.1848 3.6493
C 3.6463 -1.1818 3.6444
C 2.8101 -1.0102 4.7533
S 1.6839 0.3953 4.7935
N 0.1514 -0.2821 4.5683
C -0.9282 0.4059 4.3801
C -2.2036 -0.2586 4.6319
C -3.4143 0.4180 4.9136
C -4.5828 -0.3035 5.1293
C -4.5755 -1.7130 5.0012
N -5.7809 -2.4217 4.9384
C -6.5624 -2.4236 3.7158
C -6.5336 -2.7881 6.1191
C -3.3436 -2.4002 4.8481
C -2.1814 -1.6650 4.6800
O 1.7777 0.9455 6.1231
O 1.9520 1.2171 3.6267
C 2.9942 -1.8086 5.8877
C 3.9666 -2.8080 5.8794
H 5.8899 -4.5997 5.7119
H 5.7192 -4.7876 3.9609
H 6.8649 -3.6190 4.6097
H 5.2566 -2.3351 2.7746
H 3.5528 -0.5060 2.7995
H -0.9691 1.4854 4.1547
H -3.4076 1.5071 4.9767
H -5.5270 0.1995 5.3767
H -5.9393 -2.0461 2.8981
H -6.8844 -3.4475 3.4817
H -7.4547 -1.7843 3.8148
H -5.9074 -2.6829 7.0115
H -7.4314 -2.1594 6.2277
H -6.8646 -3.8316 6.0332
H -3.3429 -3.4913 4.8380
H -1.2201 -2.1686 4.5708
H 2.3932 -1.6414 6.7799
H 4.1008 -3.4512 6.7525
C -3.1736 -0.2813 -1.7028
C -2.0946 0.7898 -1.8185
C -1.8267 1.1354 -3.2845
C -2.5450 2.0456 -1.0856
N -0.8564 0.2689 -1.1961
P 0.1542 1.1608 -0.1215
H -0.1810 0.5251 1.1550
N 1.5146 0.2053 -0.5899
C 2.9206 0.6751 -0.5456
C 3.7872 -0.4489 0.0045
C 3.0231 1.8862 0.3746
C 3.3762 1.0607 -1.9551
C 1.1654 -0.7611 -1.5070
C -0.1600 -0.7286 -1.8430
H -3.2441 -0.6302 -0.6638
H -4.1431 0.1505 -1.9892
H -2.9716 -1.1426 -2.3517
H -1.0351 1.8950 -3.3622
H -1.5253 0.2556 -3.8665
H -2.7380 1.5484 -3.7404
H -1.8497 2.8840 -1.2272
H -3.5148 2.3434 -1.5066
H -2.6866 1.8680 -0.0124
H 3.8551 -1.2969 -0.6872
H 4.8001 -0.0610 0.1879
H 3.3762 -0.8094 0.9546
H 2.4677 2.7518 -0.0142
H 2.6872 1.6648 1.3988
H 4.0847 2.1691 0.4251
H 2.7386 1.8564 -2.3658
H 4.4083 1.4370 -1.9215
H 3.3534 0.2030 -2.6391
H 1.9333 -1.3839 -1.9516
H -0.6504 -1.3279 -2.6010

These are the Löwdin partial charges, in e, on atoms 1 to 2: atom 1 (C): -0.0528, atom 2 (C): -0.2675

Record 2
C26H39N4PW | the ωB97M-V functional and the def2-TZVPD basis

## Properties
2S+1: 1
E in hartree: -1639.95908
E_HOMO (spin up / spin down) in eV: -21.29 / -21.22
Net charge: +4
HOMO-LUMO gap (spin up / spin down) in Ha: 0.2546 / 0.2545

Element x y z (Å)
W 0.0218 0.0012 0.1346
C 0.7772 -3.5233 -2.1794
C -0.2567 -4.1373 -1.4596
C -0.6755 -3.5826 -0.2659
C -0.0737 -2.3847 0.1822
N 0.8059 -1.7046 -0.6374
C 1.2613 -2.3024 -1.7498
C 0.1948 -2.0501 1.6066
C 0.0442 -2.9568 2.6605
C 0.7704 -2.7565 3.8263
C 1.6565 -1.6844 3.8988
C 1.7094 -0.7796 2.8504
N 0.9717 -0.9277 1.7417
H 1.1972 -3.9986 -3.0543
H -0.6679 -5.0803 -1.7929
H -1.3832 -4.1104 0.3564
H 2.0685 -1.8023 -2.2724
H -0.5633 -3.8432 2.5507
H 0.6896 -3.4647 4.6396
H 2.2880 -1.5463 4.7642
H 2.3942 0.0607 2.8815
N 2.4632 1.8584 -2.2090
C 1.5573 1.0526 -2.7457
C 1.7889 0.5208 -4.0395
C 0.9328 -0.3749 -4.6153
C -0.1970 -0.8041 -3.8766
C -0.4495 -0.2420 -2.6651
N 0.3859 0.7152 -2.0688
H 3.2813 2.0975 -2.7614
H 2.4113 2.2976 -1.3005
H 2.6620 0.8622 -4.5736
H 1.1103 -0.7521 -5.6124
H -0.8809 -1.5252 -4.2991
H -1.3640 -0.4900 -2.1098
C -1.6001 -0.3583 4.2725
C -0.7787 0.8515 3.8339
P -1.1110 1.3952 2.1040
C -2.8902 1.9136 2.1933
C -3.1653 2.9625 3.2690
C -0.0502 2.9124 2.0153
C 1.3948 2.5288 1.7074
H -1.1510 -0.8224 5.1470
H -1.6767 -1.1096 3.4852
H -2.6038 -0.0610 4.5610
H 0.2931 0.6771 3.9596
H -1.0327 1.7125 4.4601
H -3.4756 1.0103 2.3963
H -3.2035 2.2972 1.2220
H -3.0076 2.5938 4.2783
H -4.2163 3.2388 3.2024
H -2.5926 3.8740 3.1249
H -0.0864 3.4471 2.9696
H -0.4471 3.5843 1.2505
H 1.4357 1.6727 0.9549
H 1.9147 2.2172 2.6100
H 1.9401 3.3874 1.3194
C -1.4831 2.5364 -3.2530
C -1.6262 2.2553 -1.7491
C -1.8982 3.6151 -1.0881
C -2.8263 1.3151 -1.4916
C -0.2783 1.6929 -1.1633
H -2.3808 3.0455 -3.6001
H -1.3839 1.6387 -3.8582
H -0.6452 3.1996 -3.4617
H -2.0901 3.5246 -0.0237
H -1.0845 4.3162 -1.2551
H -2.7833 4.0552 -1.5419
H -3.7145 1.9132 -1.3002
H -2.6789 0.6515 -0.6174
H -3.0739 0.7242 -2.3701
H 0.3805 2.5763 -1.1074

These are the Löwdin partial charges, in e, on atoms 1 to 2: atom 1 (W): 1.5987, atom 2 (C): 0.0513

Record 3
C26H40Br2ClN10 | the ωB97M-V functional and the def2-TZVPD basis

## Properties
2S+1: 1
E in hartree: -7170.39987
E_HOMO in eV: -2.70
Net charge: -1
HOMO-LUMO gap in Ha: 0.1602

Element x y z (Å)
C -4.1743 -0.0855 0.5313
C -2.7800 0.5019 0.7464
C -2.6085 1.3011 2.0357
Cl -4.1159 2.3742 2.1995
C -1.4698 2.2895 1.8079
Br 0.1087 1.4161 1.0285
C -1.1746 3.0914 3.0623
C -0.0741 2.5979 3.9772
Br -0.8877 5.0048 2.6089
H -4.1317 -0.9196 -0.1631
H -4.8734 0.6167 0.0914
H -4.5923 -0.4876 1.4470
H -2.0841 -0.3221 0.7028
H -2.5200 1.1445 -0.1163
H -1.8134 3.0090 1.0497
H -2.0870 3.0829 3.6362
H 0.8769 2.4366 3.4890
H -0.4122 1.7380 4.5386
H 0.0914 3.3757 4.7184
C -0.1605 -3.3675 -0.1299
C -1.4755 -3.1153 0.4474
N -2.5007 -2.9279 0.9097
H -0.2606 -3.8045 -1.1225
H 0.3912 -2.4316 -0.2052
H 0.3859 -4.0512 0.5114
C -3.8091 0.8250 -3.7429
C -3.0457 -0.1220 -2.9267
N -2.4661 -0.8572 -2.2755
H -4.0697 0.3643 -4.6939
H -4.7216 1.1068 -3.2218
H -3.2150 1.7171 -3.9322
C 0.0859 4.4434 -1.1108
C -0.7154 4.1876 -2.3108
N -1.3307 3.9930 -3.2535
H 1.0624 4.8150 -1.3982
H -0.4070 5.1810 -0.4812
H 0.2075 3.5211 -0.5447
C -0.9592 -1.4585 3.9810
C -0.0965 -2.4870 3.3999
N 0.5741 -3.2597 2.8924
H -1.6626 -1.1001 3.2262
H -1.5114 -1.8741 4.8216
H -0.3528 -0.6234 4.3250
C 2.8661 -5.2333 -2.4124
C 2.2700 -5.6870 -1.1570
N 1.8088 -6.0090 -0.1662
H 3.8844 -4.8960 -2.2309
H 2.8825 -6.0481 -3.1333
H 2.2847 -4.4091 -2.8206
C -0.2398 1.3995 -5.2156
C -1.1359 1.3388 -6.3750
N -1.8293 1.2927 -7.2801
H 0.7015 1.8603 -5.5062
H -0.6978 1.9864 -4.4209
H -0.0454 0.3943 -4.8466
C -0.4412 5.8087 7.5757
C 0.4727 4.7644 7.1167
N 1.1882 3.9579 6.7451
H -0.0618 6.2527 8.4938
H -0.5287 6.5790 6.8125
H -1.4233 5.3801 7.7633
C 4.7771 5.1222 -0.9106
C 3.6196 4.5594 -0.2148
N 2.7164 4.1200 0.3265
H 4.9707 6.1290 -0.5470
H 5.6523 4.5022 -0.7291
H 4.5814 5.1599 -1.9804
C 0.5884 -9.8681 -0.9315
C 0.5326 -9.3855 -2.3107
N 0.4943 -8.9998 -3.3837
H 1.3645 -9.3333 -0.3876
H -0.3684 -9.6977 -0.4430
H 0.8103 -10.9333 -0.9202
C 4.8137 -1.7086 -2.4697
C 3.9263 -2.0520 -3.5813
N 3.2314 -2.3205 -4.4452
H 5.6859 -1.1789 -2.8462
H 4.2857 -1.0727 -1.7620
H 5.1373 -2.6148 -1.9619

These are the Löwdin partial charges, in e, on atoms 1 to 2: atom 1 (C): -0.1956, atom 2 (C): -0.4482

Record 4
C26H40BrNOP2Ti | the ωB97M-V functional and the def2-TZVPD basis

## Properties
2S+1: 1
E in hartree: -5249.14914
E_HOMO (spin up / spin down) in eV: -20.23 / -20.23
Net charge: +4
HOMO-LUMO gap (spin up / spin down) in Ha: 0.1635 / 0.1632

Element x y z (Å)
N -5.1072 -1.0584 4.3091
C -3.9897 -0.4538 4.7384
C -3.1079 0.2103 3.8655
C -3.4967 0.3968 2.4994
C -4.6404 -0.2976 2.0748
C -5.4403 -0.9533 3.0239
C -2.7620 1.2400 1.5718
Ti -0.1924 0.9633 -0.4105
P 2.2471 0.6365 -0.5654
C -2.8746 1.2911 0.2165
C -1.9303 2.0931 -0.6329
C -1.8901 1.9493 -2.0724
C -0.8737 2.5762 -2.8428
C 0.1057 3.3064 -2.1585
C 0.1220 3.5295 -0.8027
C -0.8860 2.8750 -0.0010
Br 1.6291 3.9836 -3.3897
H -1.9895 1.8286 2.0562
H -3.6625 0.7215 -0.3032
H -2.1408 0.5390 4.2688
H -4.8861 -0.3570 1.0222
H -3.7984 -0.4867 5.8242
H -6.3900 -1.3851 2.6917
H -2.8048 1.5233 -2.5523
H -1.1616 3.3071 0.9320
H -0.8506 2.5437 -3.9461
H 0.7651 4.3045 -0.3829
P -0.4758 -1.8635 0.1907
C 2.7881 2.1868 0.2424
C 3.5088 3.1700 -0.6599
H 3.4190 1.8536 1.0795
H 1.9091 2.6606 0.7091
H 3.7782 4.0846 -0.1172
H 4.4206 2.7578 -1.1015
H 2.8453 3.4880 -1.4793
C 1.9786 0.7063 -2.3853
C 3.1794 0.7968 -3.3349
H 1.4187 1.6306 -2.5529
H 1.2943 -0.1096 -2.6950
H 2.8044 1.0606 -4.3328
H 3.8702 1.5899 -3.0310
H 3.6935 -0.1631 -3.3945
C 3.5767 -0.5753 -0.3938
C 4.9964 -0.0256 -0.5759
H 3.3477 -1.3630 -1.1343
H 3.4592 -1.0320 0.6004
H 5.7381 -0.8233 -0.4282
H 5.1508 0.3707 -1.5886
H 5.2030 0.7668 0.1560
C 0.5145 -3.1213 1.1583
C 2.0282 -3.1750 0.9499
H 0.0488 -4.0980 0.9147
H 0.3081 -2.9011 2.2213
H 2.4211 -4.1676 1.2148
H 2.3233 -2.9670 -0.0860
H 2.5231 -2.4574 1.6143
C -0.3110 -2.4930 -1.5437
C -1.2602 -1.7846 -2.5070
H -0.5210 -3.5729 -1.4839
H 0.7388 -2.3682 -1.8537
H -1.1762 -2.2029 -3.5194
H -2.3051 -1.8983 -2.1925
H -1.0538 -0.7048 -2.5977
C -2.1701 -2.5051 0.6491
C -2.3655 -2.8691 2.1272
H -2.3883 -3.3754 -0.0013
H -2.8793 -1.7066 0.3680
H -3.4202 -3.1162 2.3276
H -1.7590 -3.7268 2.4429
H -2.1105 -2.0136 2.7658
O 0.6214 0.4927 2.6609
C 0.2953 0.7376 1.5634

These are the Löwdin partial charges, in e, on atoms 1 to 2: atom 1 (N): 0.1591, atom 2 (C): -0.0485

Record 5
C26H40Cl3N4O3PmSi | the ωB97M-V functional and the def2-TZVPD basis

## Properties
2S+1: 5
E in hartree: -3738.18011
ΔE to the lowest compared entry with this formula, charge and spin in kJ/mol: 22.9
E_HOMO (spin up / spin down) in eV: -8.28 / -8.29
HOMO-LUMO gap (spin up / spin down) in Ha: 0.2964 / 0.2966

Element x y z (Å)
C -1.6222 -2.1895 -2.9884
C -1.1493 -3.0725 -1.8718
H -1.6795 -2.7309 -3.9367
H -0.9578 -1.3179 -3.1119
H -2.6244 -1.7972 -2.7585
C -0.5795 -4.2806 -2.0111
C -0.3625 -4.9892 -3.3066
H -0.2912 -4.8490 -1.1219
H -0.3994 -4.3080 -4.1639
H -1.1061 -5.7821 -3.4774
H 0.6146 -5.4885 -3.3108
Pm -0.0845 0.6968 0.1444
Cl -2.6745 0.8771 0.3644
Cl 0.4855 1.7919 -2.0632
H 0.7030 5.0170 4.1426
H -1.4438 6.0374 3.2310
C 0.9697 4.6676 3.1395
C -1.1219 5.7157 2.2339
N -0.2491 4.5495 2.3341
H 1.4486 3.6847 3.1739
C -0.4719 3.4552 1.6330
O 0.3718 2.5076 1.5670
H -1.9894 5.4367 1.6274
H -1.4425 3.3777 1.0987
H 1.6452 5.4101 2.6974
H -0.5979 6.5580 1.7627
H 1.2501 -1.4525 -2.3567
H 2.3184 -3.8638 -1.0203
C 2.2828 -1.1580 -2.1159
C 3.1633 -3.1598 -0.9460
N 2.7031 -1.7783 -0.8609
H 2.3384 -0.0671 -2.0606
C 2.5547 -1.1997 0.3296
O 2.1574 -0.0153 0.4955
H 3.7410 -3.3908 -0.0427
H 2.8066 -1.8565 1.1827
H 2.9427 -1.5386 -2.9012
H 3.7941 -3.2652 -1.8353
O -0.2819 -1.4613 -0.3905
C -1.2496 -2.4259 -0.4916
C 0.0808 -3.7496 1.2294
C -1.1529 -3.4132 0.6771
H 0.9685 -3.1902 0.9157
C 0.1528 -4.7697 2.1812
H -2.2314 -1.9289 -0.4454
C -2.3292 -3.9800 1.1679
H 1.1266 -5.0424 2.5935
C -1.0193 -5.4124 2.5955
C -2.2653 -5.0076 2.1056
H -3.2827 -3.6038 0.7966
H -0.9562 -6.2092 3.3381
H -3.1752 -5.4879 2.4667
Si -0.5312 4.3080 -4.0458
Cl -0.8360 2.4196 -4.9121
C 1.3094 4.5845 -3.7738
C -1.7942 4.5335 -2.6757
C -0.9309 5.5358 -5.4205
H 1.7854 3.7855 -3.1974
H 1.4813 5.5421 -3.2619
H 1.7923 4.6419 -4.7625
H -0.2118 5.4398 -6.2434
H -0.8866 6.5719 -5.0583
H -1.9330 5.3634 -5.8300
H -1.7699 3.7571 -1.9021
H -2.7933 4.5261 -3.1398
H -1.6508 5.5163 -2.2008
N 3.5073 0.0876 6.1866
C 2.5117 -0.1226 5.6023
C 1.2806 -0.3853 4.8955
C 0.1650 -0.8950 5.5748
C -1.0071 -1.1149 4.8629
C -1.0157 -0.8197 3.4914
N 0.0443 -0.3208 2.8414
C 1.1914 -0.1381 3.5180
H 0.2343 -1.0974 6.6428
H -1.9064 -1.5014 5.3379
H -1.9197 -0.9778 2.8929
H 2.0549 0.2100 2.9416

These are the Löwdin partial charges, in e, on atoms 1 to 2: atom 1 (C): -0.0311, atom 2 (C): -0.2296

Record 6
C26H40Cl3N4O3ScSi | the ωB97M-V functional and the def2-TZVPD basis

## Properties
2S+1: 1
E in hartree: -3890.37131
ΔE to the lowest compared entry with this formula, charge and spin in kJ/mol: 600.9
E_HOMO (spin up / spin down) in eV: -7.91 / -3.90
HOMO-LUMO gap (spin up / spin down) in Ha: 0.3020 / 0.1330

Element x y z (Å)
C -4.3853 -1.0799 -2.3612
C -3.7890 0.2192 -1.8352
H -5.3246 -0.9190 -2.9139
H -4.6298 -1.7196 -1.4823
H -3.6821 -1.6358 -2.9848
C -4.5737 1.3719 -1.7290
C -6.0432 1.4037 -1.5202
H -4.1253 2.3467 -1.9270
H -6.3695 0.7183 -0.7243
H -6.6900 1.2199 -2.3996
H -6.2832 2.4266 -1.1763
Sc 1.8262 -0.8226 1.0405
Cl 2.0862 -1.7326 -1.1901
Cl 2.3597 -2.3691 2.8150
H 6.9548 -1.6501 2.6511
H 7.2874 -3.2431 0.7256
C 5.8776 -1.5839 2.4770
C 6.1916 -3.3382 0.7668
N 5.6036 -2.0503 1.1134
H 5.5164 -0.5666 2.5830
C 4.6735 -1.4632 0.3681
O 3.9010 -0.5656 0.8464
H 5.8342 -3.6806 -0.2084
H 4.5590 -1.8099 -0.6722
H 5.3418 -2.2353 3.1960
H 5.9384 -4.0850 1.5296
H -2.9924 -0.5045 1.9176
H -3.1978 2.4710 1.2578
C -2.5390 0.0474 2.7570
C -2.5942 2.4506 2.1769
N -1.8009 1.2201 2.2760
H -1.8710 -0.5989 3.3267
C -0.4646 1.2956 2.1290
O 0.4063 0.4728 2.5079
H -1.9039 3.3099 2.1671
H -0.1890 2.2181 1.5549
H -3.3544 0.4135 3.3851
H -3.2599 2.5192 3.0437
O -2.7828 -0.0901 -0.7704
C -2.1909 0.3443 -1.9604
C -1.4656 2.6463 -1.0999
C -1.5900 1.7074 -2.1479
H -1.7851 2.3186 -0.1115
C -0.8815 3.9083 -1.2875
H -1.6697 -0.5201 -2.4098
C -1.0688 2.1358 -3.3955
H -0.7770 4.5993 -0.4404
C -0.4121 4.3102 -2.5413
C -0.4927 3.3883 -3.5937
H -1.0678 1.4249 -4.2269
H 0.0206 5.3050 -2.7152
H -0.0642 3.6676 -4.5655
Si -0.8775 -3.7503 0.5106
Cl -0.4162 -1.4669 0.6989
C -1.0746 -4.3248 2.2977
C 0.8491 -4.4298 0.0865
C -2.1663 -4.1916 -0.7146
H -1.5988 -3.6006 2.9399
H -0.0549 -4.4628 2.7121
H -1.5919 -5.2977 2.3481
H -3.1727 -4.1405 -0.2803
H -1.9524 -5.2274 -1.0112
H -2.0941 -3.5585 -1.6135
H 1.1608 -4.2447 -0.9435
H 0.8533 -5.5036 0.2826
H 1.5980 -3.9712 0.7536
N 3.8097 5.1646 2.2843
C 3.4159 4.4147 1.4753
C 2.9382 3.4577 0.5039
C 3.1935 3.5995 -0.8692
C 2.6824 2.6477 -1.7309
C 1.9805 1.5641 -1.2007
N 1.8699 1.3403 0.1217
C 2.2966 2.3044 0.9645
H 3.7864 4.4493 -1.2116
H 2.8050 2.7039 -2.8140
H 1.5481 0.7985 -1.8472
H 2.1447 2.1092 2.0349

These are the Löwdin partial charges, in e, on atoms 1 to 2: atom 1 (C): -0.0094, atom 2 (C): -0.3821